Entry 1:
Entry from the Open Molecules 2025 dataset: a cluster of 2 separate species, C4H8O2 in total (the ωB97M-V functional and the def2-TZVPD basis).

CARTESIAN COORDINATES (ANGSTROEM)
C: -1.354 1.057 -1.793
C: -0.323 0.993 -0.720
O: -0.197 2.083 -0.026
C: 1.311 -1.968 2.153
C: 1.115 -1.139 1.135
O: 0.597 -1.525 -0.043
H: -1.910 2.003 -1.899
H: -2.056 0.229 -1.635
H: -0.840 0.824 -2.734
H: -0.813 2.802 -0.295
H: 1.749 -1.606 3.069
H: 1.026 -3.010 2.067
H: 1.350 -0.071 1.194
H: 0.346 -0.671 -0.474

As for the total energy: -307.56603 a.u. The value obtained for the energy above the lowest of the compared OMol25 structures with the same formula, charge and spin is 384.4 kJ/mol. The value obtained for the HOMO-LUMO gap is 8.47 eV. Its lowest unoccupied orbital energy is 0.3943 eV.

Atomic partial charges in e from the Löwdin method, atoms 1 to 5: -0.09 -0.13 0.06 -0.01 -0.34

---

Entry 2:
Entry from the Open Molecules 2025 dataset: a cluster of 2 separate species, C5H14 in total (the ωB97M-V functional and the def2-TZVPD basis).

CARTESIAN COORDINATES (ANGSTROEM)
C: 0.326 1.885 0.012
C: -0.876 0.938 0.134
C: -2.272 1.521 -0.125
H: 0.517 2.126 -1.019
H: 1.238 1.556 0.496
H: -0.002 2.676 0.678
H: -0.748 0.042 -0.463
H: -0.923 0.581 1.174
H: -2.650 1.261 -1.195
H: -3.003 0.947 0.464
H: -2.327 2.546 0.123
C: 1.491 -1.626 -0.722
C: 1.216 -2.427 0.572
H: 0.562 -1.205 -1.066
H: 2.196 -0.812 -0.459
H: 2.098 -2.108 -1.514
H: 0.517 -3.331 0.594
H: 0.612 -1.739 1.182
H: 2.028 -2.832 1.133

As for the total energy: -198.85615 a.u. The value obtained for the energy above the lowest of the compared OMol25 structures with the same formula, charge and spin is 86.7 kJ/mol. The value obtained for the HOMO-LUMO gap is 12.22 eV. Its lowest unoccupied orbital energy is 1.1249 eV. The SMILES is CCC.CC.

Atomic partial charges in e from the Löwdin method, atoms 1 to 5: -0.11 -0.33 -0.12 0.07 0.06

---

Entry 3:
Entry from the Open Molecules 2025 dataset: a structure of composition C4H9NO (the ωB97M-V functional and the def2-TZVPD basis).

CARTESIAN COORDINATES (ANGSTROEM)
C: -1.529 -0.735 -0.339
C: 0.164 0.116 0.253
C: 0.043 1.596 0.045
C: 1.342 -0.485 -0.510
N: -0.276 -0.542 1.553
O: -1.590 -1.045 1.036
H: -2.445 -0.162 -0.685
H: -1.212 -1.407 -1.125
H: -0.764 2.206 0.521
H: 0.023 1.854 -1.009
H: 0.913 1.992 0.414
H: 1.232 -0.994 -1.380
H: 1.753 -1.301 0.185
H: 2.089 0.298 -0.717
H: 0.258 -1.390 1.759

As for the total energy: -287.62043 a.u. The value obtained for the energy above the lowest of the compared OMol25 structures with the same formula, charge and spin is 556.7 kJ/mol. The value obtained for the HOMO-LUMO gap is 9.11 eV. Its lowest unoccupied orbital energy is 0.9007 eV.

Atomic partial charges in e from the Löwdin method, atoms 1 to 5: -0.07 -0.36 -0.08 -0.05 0.04

---

Entry 4:
Entry from the Open Molecules 2025 dataset: the molecule C2H4N2OS (the ωB97M-V functional and the def2-TZVPD basis).

CARTESIAN COORDINATES (ANGSTROEM)
C: 0.153 -0.270 0.695
C: 1.022 0.376 -0.487
N: -1.384 0.308 -1.055
N: -1.139 -0.258 -0.006
O: 0.377 1.430 -0.965
S: -2.524 -1.043 0.673
H: 0.499 -1.261 1.127
H: -0.016 0.504 1.444
H: 2.019 0.662 -0.243
H: 0.993 -0.447 -1.184

As for the total energy: -661.33298 a.u. The value obtained for the energy above the lowest of the compared OMol25 structures with the same formula, charge and spin is 663.1 kJ/mol. The value obtained for the HOMO-LUMO gap (spin up / spin down) is 6.94 / 6.94 eV. Its lowest unoccupied orbital energy (spin up / spin down) is -2.1999 / -2.2015 eV.

Atomic partial charges in e from the Löwdin method, atoms 1 to 5: -0.13 -0.36 0.25 -0.71 -0.07

---

Entry 5:
Entry from the Open Molecules 2025 dataset: a structure of composition C5H12NO3S (the ωB97M-V functional and the def2-TZVPD basis).

CARTESIAN COORDINATES (ANGSTROEM)
C: 1.603 -0.384 -2.520
C: -0.788 -1.977 -0.847
C: -1.073 -0.645 -0.204
C: 0.623 0.171 1.494
C: -0.298 1.229 2.261
N: 0.110 0.155 0.133
O: 2.035 0.331 -1.653
O: -0.322 1.703 -1.684
O: -0.405 2.392 1.460
S: 0.492 1.581 -0.516
H: 2.223 -1.082 -3.043
H: 0.444 -0.357 -2.907
H: -0.666 -2.700 -0.067
H: -1.573 -2.459 -1.505
H: 0.137 -1.981 -1.397
H: -1.741 -0.717 0.729
H: -1.690 -0.191 -0.993
H: 0.374 -0.687 2.233
H: 1.724 0.317 1.414
H: -1.267 0.605 2.422
H: 0.117 1.483 3.276
H: -0.061 3.214 1.914

As for the total energy: -875.99694 a.u. The value obtained for the energy above the lowest of the compared OMol25 structures with the same formula, charge and spin is 111.3 kJ/mol. The net charge is +1. The value obtained for the HOMO-LUMO gap is 9.65 eV. Its lowest unoccupied orbital energy is -4.5298 eV.

Atomic partial charges in e from the Löwdin method, atoms 1 to 5: -0.07 -0.07 -0.22 -0.18 -0.21

---

Entry 6:
Entry from the Open Molecules 2025 dataset: a cluster of 2 separate species, C32H44Br4F5IN2O8P in total (the ωB97M-V functional and the def2-TZVPD basis).

CARTESIAN COORDINATES (ANGSTROEM)
C: 4.400 -2.582 -5.034
C: 3.050 -2.264 -4.696
C: 1.599 -1.765 -4.043
C: 1.576 -0.160 -4.006
C: 0.704 0.764 -3.098
C: 0.206 0.561 -1.590
C: 1.240 -0.394 -0.808
C: 2.806 -0.481 -0.991
C: 3.747 0.737 -1.440
C: 3.482 -1.182 0.379
C: -1.219 -0.313 -1.719
C: -1.267 -1.542 -2.764
O: -1.000 -2.848 -2.509
N: -1.665 -1.262 -4.229
C: -2.846 -2.216 -4.509
O: -4.110 -1.776 -4.265
F: -2.606 -3.593 -5.084
O: -1.564 -0.926 -0.408
C: -1.722 0.101 0.592
I: -3.960 0.176 0.885
C: -1.213 -0.422 2.026
C: -1.632 -1.986 2.423
C: -0.557 -3.131 2.001
F: 0.624 -2.676 1.241
Br: 0.256 -3.884 3.725
C: -1.146 -4.455 1.249
F: -0.015 -5.017 0.420
F: -1.497 -5.518 2.240
Br: -2.689 -4.221 0.034
C: -1.360 1.651 0.134
C: -1.653 2.663 1.358
Br: -0.775 2.818 3.195
C: -2.808 3.660 1.325
C: -3.141 4.695 2.601
Br: -4.140 3.887 -0.148
N: -0.206 1.876 -0.843
C: -0.824 2.912 -1.811
C: -0.048 3.900 -2.760
C: -1.050 5.200 -3.103
C: -2.499 4.768 -3.721
O: -3.562 5.532 -3.352
O: -2.791 3.620 -4.592
P: 1.246 2.760 -0.240
C: 0.811 4.575 0.335
C: 1.997 2.038 1.391
C: 2.691 3.195 2.368
H: 5.529 -2.945 -4.991
H: 1.509 -2.313 -2.989
H: 0.757 -2.173 -4.762
H: 2.739 0.130 -3.939
H: 1.340 0.147 -5.145
H: -0.265 1.058 -3.739
H: 1.393 1.745 -3.028
H: 1.005 -0.294 0.360
H: 0.866 -1.516 -1.022
H: 3.047 -1.349 -1.783
H: 4.391 1.171 -0.532
H: 3.265 1.663 -1.955
H: 4.578 0.348 -2.206
H: 2.759 -1.170 1.297
H: 3.807 -2.292 0.204
H: 4.462 -0.604 0.724
H: -2.124 0.356 -2.125
H: -2.050 -0.293 -4.234
H: -0.069 -0.353 2.255
H: -1.855 0.192 2.829
H: -2.740 -2.258 2.170
H: -1.616 -1.972 3.622
H: -2.342 1.825 -0.557
H: -2.185 5.369 2.773
H: -4.029 5.421 2.386
H: -3.406 4.067 3.581
H: -1.455 3.682 -1.145
H: -1.656 2.411 -2.511
H: 0.111 3.387 -3.827
H: 0.961 4.391 -2.485
H: -1.151 5.899 -2.162
H: -0.488 5.811 -3.957
H: -3.806 3.557 -4.629
H: -0.038 5.080 -0.273
H: 0.563 4.683 1.457
H: 1.800 5.201 0.125
H: 2.969 1.408 1.095
H: 1.318 1.280 1.947
H: 3.374 2.658 3.152
H: 3.333 3.917 1.672
H: 1.930 3.866 2.936
C: -0.034 -7.492 6.381
C: -1.057 -6.947 7.318
O: -0.286 -6.354 8.339
C: 0.871 -5.969 7.731
O: 1.669 -5.183 8.214
O: 1.025 -6.564 6.509
F: -1.792 -7.942 7.863
H: 0.318 -8.487 6.671
H: -0.396 -7.534 5.350
H: -1.718 -6.195 6.874

As for the total energy: -13390.55319 a.u. The net charge is +1. The value obtained for the HOMO-LUMO gap is 7.98 eV. Its lowest unoccupied orbital energy is -3.4296 eV.

Atomic partial charges in e from the Löwdin method, atoms 1 to 5: 0.05 -0.08 -0.21 -0.21 -0.15

---

Entry 7:
Entry from the Open Molecules 2025 dataset: a structure of composition C4H3LiMgO2Tl (the ωB97M-V functional and the def2-TZVPD basis).

CARTESIAN COORDINATES (ANGSTROEM)
C: 1.277 0.875 0.643
O: 1.552 -0.345 0.931
Mg: -0.883 1.040 -1.491
Li: 1.020 -1.670 1.959
H: 1.799 1.849 1.081
C: 0.030 1.445 0.840
C: -0.614 2.740 0.517
C: -1.831 2.775 -0.097
O: -2.538 1.673 -0.598
Tl: -2.966 1.186 1.313
H: -0.542 0.602 1.285
H: -2.350 3.723 -0.300

Its multiplicity is 2. As for the total energy: -684.61150 a.u. The value obtained for the energy above the lowest of the compared OMol25 structures with the same formula, charge and spin is 0.0 kJ/mol. The value obtained for the HOMO-LUMO gap (spin up / spin down) is 4.38 / 4.94 eV. The expectation value of S² is 0.752. Its lowest unoccupied orbital energy (spin up / spin down) is -1.2823 / -1.2891 eV.

Atomic partial charges in e from the Löwdin method, atoms 1 to 5: -0.46 -0.33 0.70 0.77 0.16